Below is a structure of composition C41H40AsClCrN4S2 at a distorted geometry, with properties calculated with the ωB97M-V functional and the def2-TZVPD basis.

multiplicity = 2
energy relative to the best compared isomer or geometry (same formula, charge and spin) = 8.5 kcal/mol
gap between HOMO and LUMO (alpha / beta) = 7.28 / 7.76 eV
highest occupied orbital energy (alpha / beta) = -10.24 / -10.23 eV
net charge = +1
energy = -6342.04255 Eh

Structure (XYZ):
```
90
Properties=species:S:1:pos:R:3:lowdin_charge:R:1
Cr -1.1558 1.4793 0.0909 0.737
C 0.1234 3.3341 0.5179 -0.268
C 0.5323 2.3144 1.4300 -0.259
C -0.5831 2.0104 2.2686 -0.250
C -1.6810 2.8182 1.8622 -0.264
C -1.2357 3.6317 0.7761 -0.281
C -2.0176 4.7157 0.1103 -0.008
C -2.9428 3.0294 2.6390 -0.030
C -0.4768 1.2162 3.5324 -0.035
C 1.9411 1.9657 1.8015 -0.051
C 1.0179 4.1569 -0.3541 -0.016
H -1.7279 4.8249 -0.9339 0.085
H -1.8384 5.6705 0.6070 0.099
H -3.0852 4.5104 0.1467 0.080
H -3.2144 2.1331 3.1900 0.054
H -3.7720 3.3121 1.9945 0.071
H -2.7903 3.8339 3.3629 0.104
H -0.4875 0.1445 3.3367 0.045
H -1.2893 1.4539 4.2151 0.081
H 0.4632 1.4435 4.0318 0.089
H 1.9822 1.0051 2.3169 0.047
H 2.3133 2.7305 2.4866 0.107
H 2.6214 1.9354 0.9500 0.066
H 0.6137 4.2993 -1.3570 0.085
H 2.0080 3.7191 -0.4392 0.068
H 1.1218 5.1431 0.1009 0.102
N 1.8587 1.4653 -1.7125 0.137
C 0.7152 1.4641 -2.4214 -0.653
N -0.4765 1.4163 -1.8771 0.015
C -1.4710 1.5506 -2.8206 -0.311
C -1.0261 1.7069 -4.0946 -0.311
S 0.6986 1.6687 -4.1527 1.107
C -2.8271 1.4913 -2.3280 -0.317
C -3.9893 1.4582 -3.0327 -0.312
S -5.3345 1.3201 -1.9639 1.103
C -4.2276 1.3048 -0.6114 -0.636
N -2.9679 1.4101 -0.9574 0.010
N -4.6869 1.2399 0.6480 0.143
H 1.7729 1.1176 -0.7594 0.021
H 2.7191 1.2500 -2.1943 0.119
H -1.5960 1.8389 -4.9888 0.079
H -4.1446 1.4965 -4.0911 0.080
H -5.6430 0.9520 0.7838 0.119
H -4.0308 0.9841 1.3777 0.034
Cl -2.9640 -0.7365 2.6894 0.802
C -3.4427 -1.4079 1.1596 -0.606
C -4.6816 -2.0135 1.0731 -0.116
C -5.1197 -2.4930 -0.1497 -0.081
C -4.3048 -2.3494 -1.2641 -0.078
C -3.0617 -1.7587 -1.1525 -0.046
C -2.5800 -1.2669 0.0677 -0.330
C -1.2632 -0.6447 0.1876 -0.209
H -5.2900 -2.1020 1.9623 0.108
H -6.0739 -2.9923 -0.2193 0.107
H -4.6429 -2.7038 -2.2250 0.108
H -2.4273 -1.6676 -2.0222 0.116
H -0.6036 -1.0557 -0.5832 0.021
H -0.8273 -0.8844 1.1586 0.009
C 0.2948 -5.3170 1.8846 -0.078
C 0.4931 -4.2574 2.7548 -0.080
C 1.0051 -3.0629 2.2832 -0.127
C 1.3388 -2.9213 0.9396 -0.369
C 1.1357 -3.9848 0.0735 -0.093
C 0.6164 -5.1777 0.5456 -0.074
As 1.9413 -1.1580 0.3441 1.388
C 3.8429 -1.2495 0.7394 -0.306
C 4.4367 -1.1324 1.9828 -0.098
C 5.8178 -1.1340 2.0933 -0.076
C 6.6020 -1.2333 0.9551 -0.070
C 6.0180 -1.3341 -0.2948 -0.018
C 4.6335 -1.3494 -0.4156 -0.199
C 3.8736 -1.4941 -1.6543 -0.201
C 4.4095 -1.6379 -2.9292 -0.014
C 3.5700 -1.7979 -4.0179 -0.068
C 2.1938 -1.8197 -3.8513 -0.088
C 1.6509 -1.6675 -2.5856 -0.129
C 2.4791 -1.5153 -1.4865 -0.345
H -0.1089 -6.2498 2.2477 0.106
H 0.2449 -4.3650 3.8000 0.106
H 1.1493 -2.2254 2.9622 0.094
H 1.3835 -3.8824 -0.9763 0.094
H 0.4673 -6.0012 -0.1361 0.107
H 3.8179 -1.0553 2.8702 0.100
H 6.2825 -1.0550 3.0648 0.107
H 7.6778 -1.2391 1.0450 0.108
H 6.6463 -1.4082 -1.1689 0.108
H 5.4793 -1.6237 -3.0759 0.110
H 3.9888 -1.9118 -5.0059 0.108
H 1.5442 -1.9489 -4.7052 0.107
H 0.5732 -1.6807 -2.4518 0.100
```



Below is a structure of composition C41H40Br2N5OV at a distorted geometry, with properties calculated with the ωB97M-V functional and the def2-TZVPD basis.

multiplicity = 4
energy relative to the best compared isomer or geometry (same formula, charge and spin) = 0.0 kcal/mol
gap between HOMO and LUMO (alpha / beta) = 4.84 / 6.29 eV
highest occupied orbital energy (alpha / beta) = -8.36 / -9.94 eV
net charge = +1
energy = -8027.36347 Eh

Structure (XYZ):
```
90
Properties=species:S:1:pos:R:3:lowdin_charge:R:1
V 0.2094 -0.0603 0.3440 0.904
C -1.9792 1.8919 -3.1217 -0.020
C -2.5432 2.9853 -2.4886 -0.021
C -2.2598 3.2085 -1.1502 0.018
C -1.4453 2.3078 -0.4807 -0.171
N -0.9664 1.1997 -1.0803 0.047
C -1.2016 1.0213 -2.3751 -0.141
C -0.9158 2.5709 0.8829 -0.157
C -1.2143 3.6809 1.6635 0.033
C -0.4931 3.8843 2.8311 -0.005
C 0.5060 2.9944 3.1979 0.026
C 0.7154 1.8766 2.4035 -0.203
N 0.0020 1.6885 1.2871 0.038
C 1.7048 0.8017 2.6716 -0.202
C 2.6201 0.8508 3.7087 0.021
C 3.5042 -0.2047 3.8740 -0.014
C 3.4533 -1.2712 2.9911 -0.007
C 2.5109 -1.2532 1.9769 -0.069
N 1.6461 -0.2521 1.8260 0.012
H -2.1449 1.7002 -4.1705 0.119
H -3.1761 3.6715 -3.0324 0.121
H -2.6443 4.0835 -0.6499 0.114
H -0.7548 0.1434 -2.8227 0.111
H -1.9803 4.3798 1.3664 0.117
H -0.7002 4.7462 3.4481 0.123
H 1.0861 3.1585 4.0922 0.119
H 2.6474 1.6992 4.3755 0.118
H 4.2229 -0.1905 4.6799 0.122
H 4.1264 -2.1098 3.0789 0.120
H 2.4274 -2.0608 1.2613 0.118
C -6.6259 -4.3903 1.2231 -0.062
C -5.8124 -3.9635 2.4447 -0.556
C -5.2505 -5.2206 3.1220 -0.036
C -6.7447 -3.2305 3.4161 -0.042
C -4.6515 -3.0568 2.0630 -0.164
C -4.3189 -2.7627 0.7490 -0.082
C -3.2141 -1.9791 0.4734 -0.544
Br -2.8805 -1.6931 -1.3742 0.851
C -2.3833 -1.4317 1.4644 -0.336
O -1.2804 -0.7553 1.1682 -0.261
C -2.7319 -1.6996 2.8017 -0.082
C -3.8395 -2.5050 3.0454 0.011
C -1.9618 -1.2256 4.0418 -0.510
C -1.3766 -2.4465 4.7656 -0.027
C -0.8032 -0.2763 3.7323 -0.055
C -2.9106 -0.4701 4.9864 -0.036
H -7.4737 -4.9936 1.5446 0.088
H -6.0341 -4.9943 0.5355 0.087
H -7.0174 -3.5304 0.6799 0.089
H -6.0607 -5.8981 3.3907 0.088
H -4.7055 -4.9723 4.0324 0.079
H -4.5689 -5.7486 2.4543 0.082
H -7.5691 -3.8814 3.7037 0.087
H -7.1616 -2.3361 2.9537 0.092
H -6.2281 -2.9295 4.3264 0.075
H -4.8941 -3.1465 -0.0789 0.090
H -4.0747 -2.7306 4.0754 0.102
H -0.6833 -2.9822 4.1143 0.077
H -2.1475 -3.1474 5.0796 0.083
H -0.8306 -2.1281 5.6535 0.089
H -0.0353 -0.7709 3.1374 0.062
H -0.3506 0.0469 4.6716 0.102
H -1.1531 0.6077 3.1976 0.087
H -3.7235 -1.0916 5.3546 0.078
H -3.3508 0.3895 4.4797 0.093
H -2.3552 -0.1091 5.8534 0.086
Br -1.6178 -7.3601 0.7663 0.752
C -0.8370 -5.6932 0.3377 -0.688
C -0.6366 -4.7549 1.3372 -0.106
C -0.0917 -3.5246 1.0148 -0.031
C 0.2567 -3.2164 -0.3002 -0.283
C 0.0479 -4.1780 -1.2923 -0.030
C -0.4917 -5.4120 -0.9763 -0.112
N 0.7436 -1.9263 -0.5768 -0.014
C 1.5451 -1.7264 -1.6006 -0.093
C 2.0559 -0.4293 -1.8176 -0.260
C 2.9183 -0.1117 -2.8924 -0.017
C 3.4198 1.1494 -3.0156 -0.058
C 3.0647 2.1181 -2.0483 -0.055
C 2.2195 1.7625 -1.0386 -0.126
N 1.6933 0.5258 -0.8959 -0.040
H -0.9231 -4.9766 2.3550 0.103
H 0.0345 -2.7790 1.7897 0.092
H 0.2498 -3.9461 -2.3282 0.110
H -0.6714 -6.1423 -1.7520 0.106
H 1.8717 -2.5377 -2.2462 0.130
H 3.1681 -0.8871 -3.6034 0.120
H 4.0804 1.4053 -3.8306 0.111
H 3.4476 3.1264 -2.0993 0.106
H 1.9238 2.4888 -0.2892 0.111
```



Below is a structure of composition C41H40Cl3CuN5O4PS2 at a distorted geometry, with properties calculated with the ωB97M-V functional and the def2-TZVPD basis.

multiplicity = 1
energy relative to the best compared isomer or geometry (same formula, charge and spin) = 0.0 kcal/mol
gap between HOMO and LUMO = 5.16 eV
highest occupied orbital energy = -4.91 eV
energy = -6319.87203 Eh

Structure (XYZ):
```
97
Properties=species:S:1:pos:R:3:lowdin_charge:R:1
Cu 0.2698 0.0651 0.1096 0.142
O 1.7001 -0.2135 -1.1778 -0.107
C 2.2088 0.5090 -0.2770 -0.308
C 2.6731 1.8494 -0.2348 -0.238
C 4.0627 2.1264 -0.3992 -0.058
C 4.5839 3.3505 -0.0772 -0.105
C 3.7733 4.3763 0.4342 -0.112
C 2.4238 4.1391 0.5960 -0.117
C 1.8615 2.8968 0.2973 -0.330
P 0.0792 2.5847 0.3791 1.127
C -0.3937 2.9337 2.1163 -0.360
C 0.5289 3.1383 3.1358 -0.087
C 0.1033 3.3379 4.4432 -0.084
C -1.2487 3.3361 4.7465 -0.096
C -2.1798 3.1230 3.7362 -0.101
C -1.7530 2.9078 2.4374 -0.108
C -0.5547 4.1042 -0.4401 -0.343
C -0.4588 4.1328 -1.8330 -0.095
C -0.8369 5.2560 -2.5481 -0.088
C -1.3274 6.3713 -1.8813 -0.098
C -1.4296 6.3516 -0.4993 -0.089
C -1.0478 5.2268 0.2204 -0.093
H 4.6979 1.3447 -0.8009 0.103
H 5.6407 3.5392 -0.2268 0.097
H 4.1967 5.3442 0.6678 0.089
H 1.7770 4.9318 0.9585 0.105
H 1.5849 3.1566 2.8992 0.102
H 0.8364 3.4997 5.2245 0.103
H -1.5773 3.5227 5.7628 0.099
H -3.2382 3.1264 3.9624 0.083
H -2.4761 2.7332 1.6476 0.105
H -0.0699 3.2573 -2.3427 0.109
H -0.7449 5.2645 -3.6270 0.101
H -1.6243 7.2516 -2.4369 0.098
H -1.7985 7.2211 0.0312 0.100
H -1.1270 5.2312 1.2997 0.097
N -5.1086 0.3938 -0.5156 -0.010
C -3.9325 0.1238 -1.3461 -0.123
C -2.6781 0.0208 -0.4736 -0.495
O -1.5716 0.0210 -0.9543 0.034
O -2.9186 -0.0632 0.8248 0.091
H -5.9638 0.0890 -0.9594 0.085
H -5.1999 1.3852 -0.3258 0.072
H -3.9011 -0.0786 0.9150 0.068
H -3.7367 0.8661 -2.1216 0.129
H -4.0459 -0.8438 -1.8360 0.137
S -0.3275 -2.8690 0.1741 0.632
C 1.3448 -3.0208 0.0863 -0.861
N 2.0886 -2.9789 1.2036 0.024
C 3.5375 -3.0661 1.2272 -0.169
C 4.0945 -2.5568 -0.0909 -0.164
C 3.4124 -3.2851 -1.2387 -0.168
N 1.9656 -3.2707 -1.0734 0.018
H 1.5887 -2.7130 2.0335 0.103
H 3.8499 -4.1045 1.3901 0.117
H 3.9075 -2.4686 2.0604 0.119
H 5.1715 -2.7203 -0.1365 0.116
H 3.8918 -1.4880 -0.1653 0.087
H 3.7622 -4.3224 -1.2856 0.115
H 3.6593 -2.8034 -2.1845 0.122
H 1.3908 -3.1365 -1.8860 0.121
Cl -6.8591 1.0804 1.9522 0.715
C -5.5643 0.2676 2.7607 -0.662
C -4.8214 0.9339 3.7182 -0.091
C -3.7859 0.2708 4.3553 -0.013
C -3.4767 -1.0544 4.0736 -0.186
C -2.4248 -1.8486 4.8335 -0.281
C -1.2217 -1.0373 5.3061 -0.069
N -0.3695 -0.6959 4.1885 -0.039
C 0.9341 -0.2626 4.2904 -0.047
C 1.3495 -0.0178 3.0143 -0.123
N 0.3230 -0.2942 2.1497 0.027
C -0.6852 -0.7006 2.8792 -0.146
O -2.9570 -2.6667 5.8836 -0.093
C -3.1125 -2.1938 7.2177 -0.158
C -4.0363 -1.0452 7.5155 -0.331
C -5.3793 -1.0313 7.2819 -0.980
Cl -6.2935 -2.2625 6.5308 0.696
S -6.1365 0.4180 7.8289 1.000
C -4.6322 1.0234 8.3982 -0.406
C -3.6204 0.1466 8.1739 -0.157
C -4.2382 -1.6919 3.0888 -0.591
Cl -3.9029 -3.3233 2.6233 0.776
C -5.2670 -1.0418 2.4263 -0.160
H -5.0653 1.9534 3.9837 0.105
H -3.1991 0.8130 5.0841 0.109
H -2.0366 -2.5963 4.1416 0.118
H -0.6538 -1.6579 6.0013 0.141
H -1.5133 -0.1213 5.8271 0.123
H 1.4300 -0.1740 5.2420 0.119
H 2.2995 0.3373 2.6462 0.108
H -1.6381 -0.9988 2.4804 0.103
H -2.1287 -1.9538 7.6369 0.118
H -3.4872 -3.0739 7.7427 0.136
H -4.5915 1.9855 8.8826 0.067
H -2.5981 0.3289 8.4779 0.115
H -5.8409 -1.5628 1.6731 0.112
```



Q: Look up the energy relative to the best compared isomer or geometry (same formula, charge and spin) of the first one.
A: 8.5 kcal/mol



Q: Which value of energy relative to the best compared isomer or geometry (same formula, charge and spin) does entry 3 give?
A: 0.0 kcal/mol



Q: Which value of energy relative to the best compared isomer or geometry (same formula, charge and spin) does entry 2 give?
A: 0.0 kcal/mol